No. 1
ORCA calculation (ωB97M-V/def2-TZVPD) on C34H30CuN3O3PS3 as an isolated structure.

Summary:
E_LUMO (spin up / spin down) ... -0.57 / -0.69 eV
Spin multiplicity ... 2
HOMO-LUMO gap (spin up / spin down) ... 7.366 / 7.264 eV
E_HOMO (spin up / spin down) ... -7.93 / -7.96 eV
Net charge ... 0
Energy above the lowest of the compared OMol25 structures with the same formula, charge and spin ... 0.0 kcal per mole

Each line ends with the Löwdin charge.
Cartesian coordinates (Å):
H  6.2846  -4.4501  2.3110  0.030
S  -1.9279  2.0801  0.2032  1.005
H  0.0035  -1.5932  4.5699  0.138
C  -2.1611  6.0226  -0.7245  -0.086
C  1.2474  -3.9460  -2.0554  -0.143
C  2.4375  -2.4774  -3.5398  -0.076
H  -1.3292  -2.3543  -2.7384  0.106
C  2.5006  -4.8525  -3.8942  -0.082
H  -2.8693  0.8864  -5.0619  0.102
H  -1.5152  2.1875  5.8158  0.105
H  2.7263  -1.4775  -3.8423  0.110
C  5.3514  -4.0996  1.8704  -0.452
C  -2.1229  0.4906  -4.3851  -0.084
C  -3.5479  -0.6298  2.6058  -0.052
H  5.5704  -3.3614  1.1034  0.028
O  -0.7930  1.2636  -0.3071  -0.493
C  2.2526  0.8006  -0.0666  -0.717
C  -1.2588  -1.3228  -3.0692  -0.107
H  4.8232  -4.9432  1.4336  0.023
C  -2.4277  -0.8726  3.3834  -0.017
H  0.6702  1.4431  -2.7349  0.105
N  0.9746  -1.9156  2.7767  -0.101
Cu  0.8555  -1.6103  0.8277  0.232
H  -4.3116  -0.5865  0.5875  0.112
H  0.4265  1.4951  4.4487  0.116
H  1.2109  5.7396  -0.5184  0.111
H  -3.6319  2.8478  4.7226  0.105
H  -0.5513  7.4081  -0.9919  0.103
O  2.5661  1.9821  -0.1447  0.016
C  -0.8240  6.3875  -0.7553  -0.082
H  -3.5520  4.4080  -0.4158  0.104
C  -0.1141  0.7905  -3.0940  -0.087
H  -2.4484  -0.7544  4.4581  0.121
N  2.1249  -2.3179  3.3636  -0.065
P  1.0022  -1.2335  -1.4850  1.038
H  0.6000  3.3978  0.0088  0.096
C  -0.1659  4.1392  -0.1880  -0.049
S  4.4383  -3.3770  3.2385  0.865
H  0.2587  1.4458  1.9757  0.098
C  1.6830  -5.0404  -2.7912  -0.076
C  -2.2167  -0.8194  -3.9366  -0.083
C  -1.2536  -1.2534  2.7509  -0.248
H  -2.1190  -1.2203  -0.3979  0.103
C  -1.7753  2.1471  1.9902  -0.367
C  -1.5911  2.1743  4.7359  -0.084
C  -0.0316  -1.5838  3.4852  -0.041
C  -0.5812  1.7718  2.5826  -0.054
O  1.8528  0.1861  0.9785  -0.135
H  3.2670  -0.7188  -1.1863  0.094
H  1.3912  -6.0390  -2.4934  0.105
C  2.3944  -0.0757  -1.3349  -0.228
C  1.6237  -2.6589  -2.4217  -0.379
H  -0.9975  2.3174  -4.3021  0.107
C  2.9354  -2.8694  2.4971  -1.048
H  2.5642  0.5378  -2.2172  0.085
C  2.8799  -3.5688  -4.2681  -0.077
C  -2.2465  -1.1424  0.6743  -0.119
C  -1.0703  1.2915  -3.9641  -0.071
H  -4.4771  -0.3245  3.0689  0.118
C  -0.4999  1.7867  3.9698  -0.067
C  -2.7825  2.5475  4.1228  -0.084
C  -2.5115  4.7116  -0.4266  -0.092
C  0.1685  5.4495  -0.4905  -0.059
H  -2.9311  6.7516  -0.9412  0.103
H  -3.0317  -1.4518  -4.2648  0.102
N  -1.1737  -1.3850  1.4154  0.078
C  -3.4626  -0.7706  1.2301  -0.054
H  3.5179  -3.4191  -5.1295  0.104
S  2.6261  -3.1564  0.8270  0.699
C  -1.5120  3.7938  -0.1563  -0.361
C  -2.8795  2.5251  2.7402  -0.098
C  -0.2019  -0.5228  -2.6427  -0.350
H  2.8459  -5.7059  -4.4634  0.103
H  0.6300  -4.1014  -1.1785  0.083
H  -3.8070  2.7956  2.2466  0.112

***

No. 2
ORCA calculation (ωB97M-V/def2-TZVPD) on a 3-piece molecular cluster, C13H32FNO10P2S overall.

Summary:
E_LUMO ... -0.94 eV
HOMO-LUMO gap ... 7.654 eV
E_HOMO ... -8.59 eV
Net charge ... 0
SMILES ... C=CN(CCC(C)C)S(=O)(=O)F.COP(=O)(OC)OC.COP(=O)(OC)OC

Each line ends with the Löwdin charge.
Cartesian coordinates (Å):
C  -0.8235  -4.1196  -5.2094  -0.098
H  0.2204  -1.0841  -3.4592  0.059
N  1.5788  -0.8492  0.8155  -0.212
O  3.4922  -2.1274  -0.4985  -0.261
H  1.4732  -0.7234  2.9160  0.118
H  -3.4542  6.8133  3.7570  0.089
C  1.9129  -2.7965  4.6946  -0.075
H  1.1743  -2.9611  3.8769  0.070
H  -1.0381  -0.1402  -0.8689  0.074
H  -0.6231  -3.8214  -8.5157  0.089
C  -1.3604  -3.0183  -8.5810  -0.100
C  3.2552  -2.1879  4.0927  -0.379
O  1.3744  -1.7233  -1.5731  -0.318
H  2.5549  -3.1216  2.2649  0.099
H  2.9402  -0.0094  2.2012  0.133
H  -1.1081  -2.3573  -9.4100  0.091
H  4.0762  -2.8823  4.3549  0.125
O  -0.4880  -1.1080  -5.3921  -0.221
H  -1.1644  4.5522  0.2416  0.088
H  -1.5525  -3.4086  -4.8173  0.088
H  0.5957  0.3556  -4.4253  0.093
P  -0.0436  -2.0529  -6.5931  0.362
H  2.6084  -0.1610  4.7107  0.077
H  2.1181  -3.8080  5.1083  0.077
C  0.1572  -0.6446  0.8640  -0.202
H  -2.6711  2.8675  5.2748  0.092
H  -3.9359  4.0739  5.5907  0.091
H  -2.2844  4.6075  5.2319  0.090
O  1.0718  -1.5562  -7.4131  -0.225
H  1.4929  -1.1539  -4.6897  0.092
P  -2.2324  4.1910  2.5879  0.362
H  -0.2215  1.3554  -0.0407  0.066
C  3.0474  -2.1652  2.5146  -0.183
H  4.3946  -0.2487  4.2444  0.082
C  0.5179  -0.7312  -4.4447  -0.087
O  0.2414  -3.4652  -5.8950  -0.218
C  2.2549  -0.8788  2.1366  -0.187
O  -2.9647  4.0241  1.1828  -0.220
O  -2.0088  5.7706  2.7157  -0.220
C  -3.1501  6.6273  2.7259  -0.095
H  -3.9873  6.1967  2.1743  0.089
H  -1.3228  -4.8107  -5.8909  0.087
H  -0.4859  -1.1317  1.6174  0.120
C  -0.4014  0.2658  -0.0550  0.067
H  -0.4018  -4.6839  -4.3792  0.091
H  -2.8737  7.5732  2.2629  0.091
C  -3.0438  3.8557  5.0061  -0.095
H  -2.1915  3.3808  -0.6125  0.086
O  -1.4209  -2.2695  -7.3680  -0.222
H  4.0693  -2.0704  2.0917  0.113
H  1.4777  -2.1398  5.4710  0.073
O  -3.4016  3.8774  3.6238  -0.219
C  3.5338  -0.7784  4.6969  -0.101
O  -1.0087  3.3919  2.7592  -0.232
S  2.0303  -2.0538  -0.2777  0.765
H  3.7944  -0.9200  5.7730  0.083
F  1.4002  -3.5271  0.1288  -0.192
C  -2.1941  4.2768  0.0072  -0.092
H  -2.3410  -3.4578  -8.7578  0.089
H  -2.6597  5.0914  -0.5480  0.091

***

No. 3
ORCA calculation (ωB97M-V/def2-TZVPD) on C6H14N2O2 as an isolated structure.

Summary:
E_LUMO ... 0.78 eV
HOMO-LUMO gap ... 10.070 eV
E_HOMO ... -9.29 eV
Net charge ... 0
Energy above the lowest of the compared OMol25 structures with the same formula, charge and spin ... 109.5 kcal per mole

Each line ends with the Löwdin charge.
Cartesian coordinates (Å):
C  1.9386  0.7636  -0.9397  -0.515
H  -0.6671  0.1414  3.5967  0.086
C  -1.7157  -2.4700  0.9316  0.005
H  -0.4645  1.8042  -3.2253  0.073
H  -0.9866  -1.3276  0.5798  0.153
H  -2.4009  -3.2940  0.7949  0.033
C  -0.8266  0.2925  2.5281  -0.080
O  2.9361  1.1954  -1.4892  0.043
H  1.2243  2.3150  -3.0844  0.076
H  -1.8723  0.5534  2.3477  0.091
H  0.8443  0.6339  -3.4871  0.084
H  -0.3232  -0.7275  -1.6964  0.092
O  -0.4784  -0.8906  1.7975  -0.329
H  1.1849  -0.3940  0.5904  0.056
H  -0.1609  1.0889  2.2018  0.082
H  -1.3190  -2.3823  3.1651  0.102
N  2.0131  0.0063  0.1798  0.181
H  2.9209  -0.2989  0.4911  0.114
C  -1.2880  -2.1122  2.1196  -0.190
N  -0.4424  0.0748  -1.0862  0.030
H  0.2320  2.0059  -0.8220  0.145
C  0.5301  1.4980  -2.8985  -0.061
C  0.5201  1.1293  -1.4121  -0.359
H  -1.3990  0.3944  -1.1833  0.087

***

No. 4
ORCA calculation (ωB97M-V/def2-TZVPD) on a 8-piece molecular cluster, C14H19Cl10F3O9 overall.

Summary:
E_LUMO (spin up / spin down) ... 2.00 / 1.98 eV
Spin multiplicity ... 2
HOMO-LUMO gap (spin up / spin down) ... 1.608 / 9.164 eV
E_HOMO (spin up / spin down) ... 0.39 / -7.18 eV
Net charge ... -1

Each line ends with the Löwdin charge.
Cartesian coordinates (Å):
H  -4.4993  -3.1778  3.8171  0.022
C  -2.1885  4.1706  -0.6010  -0.997
Cl  2.4748  -0.9040  4.2739  0.279
H  0.9012  -3.0023  -3.8990  0.145
O  -0.7502  0.8773  0.4765  0.141
C  5.4501  -0.5990  2.1456  -1.100
O  -4.7950  0.1163  -1.3770  0.144
O  3.3041  -2.6528  -1.8746  0.139
H  -0.6852  -0.5885  1.9132  0.110
H  1.4518  -1.4406  1.0097  0.081
Cl  2.9063  2.5169  -0.4937  0.516
C  -4.2180  -2.2806  4.3687  -1.009
C  -0.0504  0.1765  1.4661  -0.389
Cl  -3.7398  5.0924  -0.5305  0.475
H  2.5791  2.5552  1.9270  0.043
H  -2.2853  3.2577  -0.0133  0.016
H  4.7325  -1.0173  2.8514  -0.032
Cl  -3.2192  -2.6867  5.7942  0.395
C  1.7457  -3.3145  -3.2847  -0.103
H  2.3638  -3.2500  4.5390  -0.029
O  -0.8049  0.9381  -1.7789  0.100
F  0.3996  1.0016  2.3082  0.123
H  -1.9326  3.9428  -1.6358  0.015
H  6.2562  -1.2968  1.9186  0.025
Cl  4.7091  0.0089  0.7415  0.568
C  -4.5028  0.8777  -2.2993  -0.506
C  2.3794  -3.3350  -1.1995  -0.618
Cl  -0.8915  5.0226  0.2455  0.527
C  2.8005  -2.2446  -3.1348  -0.313
H  -4.4410  1.4015  -5.3842  0.138
Cl  0.4442  -2.8960  3.1522  0.346
H  2.0360  0.1798  0.6421  0.044
F  2.1989  -1.0696  -3.0739  0.110
Cl  2.3332  4.8004  1.2311  0.488
C  -0.3836  0.4564  -0.7157  -0.532
H  2.0351  -4.2109  -3.8332  0.140
C  -3.2972  2.1720  -3.6340  -0.345
H  1.1001  2.8968  0.9257  -0.022
C  1.6095  -2.4732  4.4142  -1.052
H  3.5006  -2.2651  -3.9701  0.170
Cl  6.3016  0.7022  2.9291  0.492
O  -5.1586  0.8290  -3.5414  0.055
O  2.5237  -3.6053  -0.0460  0.163
F  -2.8848  3.4465  -3.8234  0.085
O  -3.6144  1.8071  -2.3465  0.146
C  -4.5538  1.8151  -4.3821  -0.072
H  1.0458  -2.4682  5.3470  -0.036
C  2.1737  3.0453  1.0418  -1.003
Cl  -3.2654  -1.2810  3.2428  0.470
O  0.5427  -0.5088  -0.6213  0.059
H  -2.5129  1.5134  -4.0070  0.171
H  -5.1033  -1.7049  4.6387  0.021
H  -5.1006  2.7508  -4.4987  0.137
C  1.1531  -0.4594  0.6408  -0.076
O  1.4256  -3.6380  -2.0017  0.132

***

Strongest force on any atom across the listed records, respectively: 0.0066 0.1304 0.0652 0.1012 hartree/bohr.